No. 1
DFT (the ωB97M-V functional and the def2-TZVPD basis) results for a molecular structure, C9H10S.

```
20
Properties=species:S:1:pos:R:3:mulliken_charge:R:1
C 2.19 0.69 -0.54 -0.790
C 0.69 -0.08 1.39 -1.038
C 1.20 -0.16 0.17 0.234
C 1.24 1.06 -1.46 -0.246
C 0.89 1.03 -2.87 -0.540
C -1.31 0.05 -0.03 -1.003
C -0.84 -0.08 1.47 0.482
C 0.22 0.04 -0.89 0.917
C -1.48 -1.40 2.07 -1.443
S 0.23 -0.70 -2.54 -0.227
H 3.27 0.90 -0.35 0.353
H 1.19 -0.19 2.27 0.525
H -0.14 1.54 -3.16 0.237
H 1.74 1.36 -3.65 0.324
H -1.61 -0.83 -0.53 0.436
H -1.76 1.06 -0.19 0.292
H -1.03 0.85 2.05 0.339
H -1.16 -2.25 1.53 0.402
H -2.55 -1.38 2.26 0.333
H -0.97 -1.51 3.01 0.417
```

## Properties
- multiplicity = 1
- ΔE to the lowest compared entry with this formula, charge and spin (kcal per mole) = 93.2
- E (eV) = -20324.47036
- orbital gap (eV) = 8.69

---

No. 2
DFT (the ωB97M-V functional and the def2-TZVPD basis) results for a single C9H10Si molecule.

```
20
Properties=species:S:1:pos:R:3:mulliken_charge:R:1
Si -0.02 1.36 2.26 0.468
C 1.06 0.96 0.84 0.036
C 0.41 2.10 -0.36 -0.750
C -0.43 1.52 -1.16 -0.896
C -0.41 0.13 -0.97 0.886
C -1.07 -0.82 -1.68 -0.587
C -0.79 -2.18 -1.44 -0.405
C 0.15 -2.56 -0.53 -0.382
C 0.84 -1.63 0.24 -0.424
C 0.55 -0.26 0.10 -0.173
H -1.34 1.55 1.65 -0.118
H 0.35 2.45 3.15 -0.166
H -0.22 0.05 2.97 -0.124
H 2.20 1.09 0.80 0.427
H 0.68 3.14 -0.27 0.433
H -0.74 1.98 -2.00 0.538
H -1.66 -0.42 -2.50 0.345
H -1.26 -2.97 -2.02 0.350
H 0.25 -3.68 -0.28 0.259
H 1.43 -1.82 1.18 0.281
```

## Properties
- multiplicity = 1
- ΔE to the lowest compared entry with this formula, charge and spin (kcal per mole) = 16.2
- SMILES = [SiH3][C@@H]1C=Cc2ccccc21
- E (eV) = -17370.33683
- orbital gap (eV) = 9.32